Record 1
C28H65NO16P4 | the ωB97M-V functional and the def2-TZVPD basis

Each line ends with the Mulliken charge.
Element x y z (Å)
C (-3.4624, -0.0943, -0.4772)  -0.898
C (-3.6277, -1.1558, -1.6300)  -0.530
O (-2.8022, -2.2141, -1.1436)  -0.237
P (-1.3950, -2.6111, -1.8807)  0.457
O (-1.4258, -2.5014, -3.3893)  -0.834
O (-1.0769, -4.0959, -1.2176)  -0.095
C (-1.6088, -5.3075, -1.7192)  -0.439
C (-2.9100, -5.6477, -1.0481)  -1.019
O (-0.2987, -1.5119, -1.2020)  0.313
C (1.0245, -1.6741, -1.5624)  -0.268
C (1.8475, -2.2809, -0.5147)  -0.464
H (-2.5243, 0.4564, -0.4072)  -0.039
H (-4.2377, 0.6719, -0.4729)  0.446
H (-3.5971, -0.6181, 0.4692)  0.470
H (-4.5940, -1.6456, -1.5094)  0.330
H (-3.5623, -0.9151, -2.6910)  0.387
H (-1.7676, -5.0741, -2.7720)  0.408
H (-0.9280, -6.1577, -1.6759)  0.350
H (-3.6677, -5.0908, -1.5994)  0.348
H (-3.2012, -6.6981, -1.0526)  0.377
H (-2.8462, -5.2805, -0.0238)  0.162
H (1.1869, -2.0977, -2.5535)  0.479
H (1.3548, -0.6461, -1.7117)  -0.101
H (1.5162, -3.2821, -0.2391)  -0.358
H (2.8553, -2.4031, -0.9116)  0.508
H (2.0661, -1.6045, 0.3117)  0.262
C (7.9488, 3.4609, 1.3346)  -1.238
C (6.5376, 3.4640, 0.5147)  -0.126
O (5.5537, 4.1731, 1.2429)  -0.292
P (4.2206, 4.7551, 0.5027)  0.647
O (4.4158, 6.0176, -0.2018)  -0.780
O (3.7077, 3.5362, -0.4147)  -0.091
C (2.6495, 3.6985, -1.4315)  -0.148
C (2.6990, 2.5863, -2.4689)  -0.944
O (2.9917, 4.7609, 1.5552)  -0.374
C (2.4748, 3.5489, 2.2262)  0.327
C (3.3983, 3.4829, 3.4461)  -1.121
H (7.8330, 3.4636, 2.4184)  0.328
H (8.6141, 2.6782, 0.9699)  0.361
H (8.5894, 4.3322, 1.1982)  0.337
H (6.8053, 3.8287, -0.4770)  0.382
H (6.2513, 2.4159, 0.4271)  0.225
H (1.6288, 3.8193, -1.0687)  0.286
H (2.8282, 4.6349, -1.9600)  0.341
H (1.9781, 2.6526, -3.2838)  0.215
H (3.6736, 2.7448, -2.9304)  0.390
H (2.5493, 1.6238, -1.9798)  0.072
H (1.4414, 3.8017, 2.4635)  0.184
H (2.4315, 2.5972, 1.6965)  0.077
H (4.3392, 3.2177, 2.9639)  0.226
H (3.5802, 4.4359, 3.9430)  0.277
H (2.9319, 2.6959, 4.0387)  0.409
C (1.9792, -6.7864, 0.0888)  -1.059
C (0.8324, -6.7619, 1.0429)  -0.082
O (0.5963, -5.5378, 1.5189)  -0.204
P (1.5856, -4.5909, 2.2881)  0.535
O (2.9650, -4.4856, 1.7582)  -0.782
O (0.7865, -3.1734, 2.3100)  0.053
C (-0.6471, -3.1537, 2.2791)  0.659
C (-1.2969, -2.6633, 3.5802)  -1.613
O (1.4766, -5.0428, 3.8192)  -0.325
C (2.5603, -5.7742, 4.3974)  -0.336
C (2.2223, -7.1590, 5.0728)  -1.121
H (1.7357, -6.0399, -0.6672)  0.140
H (2.9702, -6.6460, 0.5204)  0.346
H (2.2699, -7.7239, -0.3850)  0.442
H (-0.0047, -7.1389, 0.4554)  0.341
H (1.0765, -7.3588, 1.9216)  0.069
H (-0.8861, -2.4507, 1.4811)  -0.022
H (-1.1187, -4.0982, 2.0077)  0.202
H (-0.8359, -1.7539, 3.9656)  0.292
H (-2.3494, -2.5091, 3.3421)  0.368
H (-1.0531, -3.3272, 4.4096)  0.428
H (3.4059, -6.0422, 3.7639)  0.297
H (2.9001, -5.0763, 5.1627)  0.415
H (3.0452, -7.5917, 5.6417)  0.382
H (1.2869, -6.9999, 5.6093)  0.285
H (1.9863, -7.8620, 4.2738)  0.266
C (-4.1144, 5.0823, 0.5640)  -1.131
C (-3.9373, 4.9023, -0.8879)  -0.214
O (-3.2232, 3.6809, -1.0118)  -0.090
P (-3.1874, 3.0883, -2.5733)  0.923
O (-2.7425, 1.6965, -2.8364)  -0.554
O (-4.7175, 3.4185, -3.0701)  -0.462
C (-5.7297, 2.5334, -2.5746)  0.384
C (-6.8006, 2.3199, -3.6767)  -1.455
O (-2.3020, 4.2624, -3.2500)  -0.363
C (-1.9473, 4.0858, -4.6533)  -0.253
C (-0.4919, 4.4449, -4.7924)  -1.078
H (-4.1057, 6.1215, 0.8929)  0.403
H (-5.1168, 4.7341, 0.8132)  0.300
H (-3.3427, 4.6383, 1.1928)  0.079
H (-4.8099, 5.0828, -1.5156)  0.516
H (-3.3153, 5.6841, -1.3239)  0.251
H (-5.2953, 1.5460, -2.4182)  -0.162
H (-6.2164, 2.8427, -1.6496)  0.297
H (-7.2097, 3.2488, -4.0741)  0.365
H (-6.4306, 1.7972, -4.5588)  0.317
H (-7.5798, 1.7277, -3.1970)  0.409
H (-2.0883, 3.0123, -4.7791)  0.337
H (-2.6393, 4.7214, -5.2059)  0.281
H (-0.1332, 5.2749, -4.1836)  0.285
H (-0.0236, 3.5265, -4.4383)  0.144
H (-0.0296, 4.7598, -5.7279)  0.379
N (-0.2143, 1.3735, 0.5543)  1.079
C (-0.9492, 2.4288, 1.0625)  -0.381
C (-0.9553, 2.4904, 2.4440)  -0.470
C (-0.0517, 1.4756, 2.8483)  -1.144
C (0.2320, 0.6548, 1.6764)  -0.594
H (-0.1496, 1.0969, -0.4149)  0.083
H (-1.6134, 2.8958, 0.3504)  0.246
H (-1.4860, 3.0629, 3.1903)  0.495
H (0.1384, 1.4000, 3.9088)  0.524
H (0.7002, -0.3111, 1.5570)  0.292

Total energy, eV: -101502.015
Net charge: 0
Orbital gap, eV: 8.557

---

Record 2
C27H72BO21 | the ωB97M-V functional and the def2-TZVPD basis

Each line ends with the Mulliken charge.
Element x y z (Å)
O (-2.2920, 2.7477, 1.4380)  -0.765
C (-1.2500, 2.3253, 1.0351)  -0.066
O (-1.0577, 1.2436, 0.3013)  0.949
B (0.3713, 1.0122, 0.0948)  1.357
O (1.0365, 2.0911, 0.8827)  -0.745
C (0.1410, 2.9110, 1.3624)  0.744
O (0.3595, 3.9221, 1.9787)  -0.980
O (0.7443, 1.0593, -1.3238)  -0.684
C (1.4657, -0.0022, -1.6208)  0.337
O (2.0203, -0.2280, -2.6537)  -0.775
C (1.4705, -0.9312, -0.3810)  0.592
O (0.8327, -0.2909, 0.5790)  -0.661
O (2.0065, -1.9963, -0.3461)  -0.498
C (-6.7167, 2.9512, -2.5179)  -1.366
C (-5.9755, 3.6782, -1.4036)  0.367
C (-4.7072, 2.9598, -1.0009)  -0.735
O (-5.6027, 5.0092, -1.8797)  -0.565
H (-7.5895, 3.5239, -2.8338)  0.399
H (-7.0175, 1.9516, -2.2057)  0.374
H (-6.0452, 2.8746, -3.3755)  0.282
H (-6.6377, 3.8192, -0.5419)  0.267
H (-5.0065, 1.9214, -0.8486)  0.422
H (-4.2752, 3.3771, -0.0923)  0.071
H (-3.9493, 3.0153, -1.7793)  0.230
H (-6.3522, 5.6008, -1.7686)  0.314
C (3.1486, -7.8548, 0.3418)  -1.572
C (2.5067, -6.6473, 1.0041)  0.837
C (1.9370, -5.6896, -0.0019)  -0.870
O (1.4660, -7.0529, 1.9023)  -0.582
H (2.4025, -8.5366, -0.0677)  0.346
H (3.7533, -8.3968, 1.0729)  0.387
H (3.8041, -7.5211, -0.4635)  0.352
H (3.3132, -6.1694, 1.5732)  0.228
H (2.7265, -5.4306, -0.7139)  0.300
H (1.6522, -4.7298, 0.4299)  -0.164
H (1.0907, -6.0972, -0.5550)  0.402
H (1.8600, -7.2677, 2.7513)  0.341
C (-3.6620, -0.6222, 3.4256)  -1.571
C (-3.2452, -0.6615, 1.9609)  2.047
C (-3.5597, -1.9923, 1.3211)  -1.491
O (-3.9377, 0.3305, 1.1953)  -0.464
H (-4.7468, -0.6747, 3.5216)  0.376
H (-3.2722, 0.2534, 3.9418)  0.242
H (-3.2400, -1.5073, 3.9126)  0.341
H (-2.1655, -0.4908, 1.9008)  -0.657
H (-3.0538, -2.8046, 1.8487)  0.365
H (-3.1890, -1.9891, 0.2916)  0.091
H (-4.6234, -2.2333, 1.2845)  0.392
H (-3.6817, 1.2012, 1.5309)  0.177
C (4.7476, 5.0844, 0.6553)  -1.143
C (4.0805, 3.8251, 1.1872)  0.170
O (3.2492, 4.1442, 2.2995)  -0.552
H (5.2579, 4.8950, -0.2913)  0.339
H (5.4797, 5.4381, 1.3817)  0.283
H (3.9879, 5.8485, 0.4957)  0.303
H (4.8474, 3.1199, 1.5165)  0.281
H (3.4743, 3.3625, 0.4039)  -0.024
H (2.3309, 4.0084, 2.0372)  0.334
C (1.0412, 2.9792, -4.6683)  -0.758
C (1.2101, 1.6535, -5.4241)  -0.180
O (2.4033, 0.9718, -5.0977)  -0.607
H (0.4562, 3.6650, -5.2883)  0.384
H (2.0156, 3.4179, -4.4584)  0.282
H (0.5029, 2.8421, -3.7311)  0.007
H (1.2229, 1.8455, -6.4944)  0.359
H (0.3511, 1.0200, -5.1642)  0.117
H (2.3163, 0.5838, -4.2127)  0.556
C (0.9765, -2.9988, 2.9125)  -0.685
C (1.6542, -3.5221, 4.1502)  -0.399
O (1.7444, -2.4218, 5.0681)  -0.494
H (0.7712, -3.7653, 2.1614)  0.399
H (1.6258, -2.2722, 2.4257)  0.202
H (-0.0017, -2.5624, 3.1196)  0.141
H (2.6730, -3.8389, 3.8859)  0.233
H (1.1429, -4.3842, 4.5871)  0.373
H (1.9859, -2.7484, 5.9381)  0.259
C (-1.1871, -2.9206, -1.7773)  -0.355
C (-0.5324, -2.6422, -3.1126)  0.212
O (-1.0225, -3.5200, -4.1347)  -0.583
H (-0.6728, -3.7279, -1.2489)  0.120
H (-2.2556, -3.1304, -1.7997)  0.477
H (-1.0672, -2.0709, -1.0873)  -0.300
H (0.5387, -2.8386, -2.9896)  0.215
H (-0.6313, -1.6104, -3.4455)  -0.125
H (-0.2950, -4.0609, -4.4463)  0.354
C (-0.3290, 1.0182, 4.5907)  -0.340
O (-0.4655, -0.3448, 4.2497)  -0.333
H (-1.2971, 1.5006, 4.4706)  -0.015
H (0.0203, 1.1769, 5.6149)  0.401
H (0.3684, 1.5245, 3.9097)  0.141
H (0.4089, -0.7510, 4.2921)  0.158
C (-0.8371, 4.5277, 4.8736)  -0.325
O (0.5759, 4.5757, 4.8181)  -0.548
H (-1.1160, 4.4318, 5.9279)  0.302
H (-1.2897, 5.4697, 4.5460)  0.263
H (-1.2283, 3.6697, 4.3325)  -0.057
H (0.8224, 4.4337, 3.8961)  0.423
C (-2.7800, 0.7155, -2.7662)  0.726
O (-3.7114, -0.3177, -3.0130)  -0.619
H (-1.7878, 0.4560, -3.1506)  -0.217
H (-3.0858, 1.6132, -3.3110)  0.410
H (-2.7150, 0.9621, -1.7074)  -0.645
H (-3.8899, -0.7576, -2.1782)  0.336
C (4.4912, -2.0980, -4.8520)  -0.302
O (4.7596, -3.4857, -4.6868)  -0.540
H (3.9704, -1.9219, -5.7857)  0.243
H (3.8911, -1.7215, -4.0162)  0.006
H (5.4065, -1.4939, -4.8335)  0.321
H (5.4529, -3.5879, -4.0321)  0.276
C (5.5450, -3.4046, -0.6426)  -0.052
O (5.6989, -4.6601, 0.0182)  -0.524
H (4.5921, -2.9456, -0.3665)  0.053
H (6.3652, -2.7114, -0.4494)  0.414
H (5.5073, -3.6096, -1.7115)  -0.151
H (6.0995, -4.4946, 0.8750)  0.287
C (-2.5940, 6.1507, 0.4541)  -0.156
O (-3.4523, 6.5076, -0.6244)  -0.594
H (-1.7400, 6.8259, 0.4549)  0.315
H (-3.1030, 6.2294, 1.4197)  0.244
H (-2.2081, 5.1335, 0.3422)  -0.142
H (-4.0247, 5.7528, -0.8194)  0.332

Total energy, eV: -72846.164
Energy relative to the best compared isomer or geometry (same formula, charge and spin), kJ/mol: 37.92
Net charge: -1
Orbital gap, eV: 9.629